1.
Below is a cluster of 2 separate species, C12H23Br2NO5S in total, with properties calculated with ωB97M-V with the def2-TZVPD basis set.

Structure (XYZ):
```
44
Properties=species:S:1:pos:R:3:nbo_charge:R:1
Br -2.613 -4.068 -2.688 -0.023
Br -5.178 -1.846 -1.240 -0.021
S -0.894 -1.291 2.205 2.572
O -1.449 -2.183 1.240 -0.927
O -0.348 4.266 -1.930 -0.542
O -0.874 -1.623 3.584 -0.884
O 0.572 -0.907 1.728 -0.702
O -1.510 0.145 2.019 -0.698
N -1.741 2.486 -1.771 -0.860
C -1.060 2.300 1.131 -0.419
C -3.564 -4.211 -0.996 -0.451
C -0.787 3.379 -1.251 0.682
C 0.636 0.356 1.065 0.085
C 1.393 -1.139 -0.867 -0.617
C 3.847 0.027 0.310 -0.403
C -5.000 -3.779 -1.127 -0.444
C 1.361 0.283 -0.296 -0.239
C 2.746 0.932 -0.247 -0.393
C 5.053 0.854 0.769 -0.599
C -0.826 0.820 0.923 0.068
C -0.299 3.237 0.183 -0.521
H 4.189 -0.663 -0.462 0.204
H -3.011 -3.617 -0.275 0.250
H 3.027 1.251 -1.253 0.213
H 0.744 0.869 -0.987 0.203
H -5.473 -4.186 -2.015 0.230
H -5.565 -4.073 -0.245 0.230
H -0.337 4.243 0.597 0.251
H -1.369 1.835 -2.450 0.401
H 2.093 -1.190 -1.699 0.217
H 5.276 1.613 0.015 0.201
H 4.801 1.399 1.681 0.200
H -1.259 0.434 -0.001 0.197
H 0.409 -1.406 -1.260 0.221
H 0.750 2.944 0.127 0.237
H -2.128 2.517 1.074 0.223
H 2.731 1.839 0.367 0.193
H -3.513 -5.262 -0.721 0.229
H -0.737 2.521 2.150 0.233
H -2.276 2.002 -1.066 0.369
H 1.639 -1.881 -0.115 0.229
H 3.470 -0.554 1.155 0.200
H 1.140 1.088 1.704 0.191
H 5.935 0.241 0.935 0.214
```

Calculated values
- Orbital gap: 10.4773 eV
- HOMO energy: -10.1 eV
- Charge: 0
- F_max: 1.0 eV Å⁻¹
- SMILES: CCC[C@@H](C)[C@@H]1OS(=O)(=O)O[C@H]1CCC(N)=O.BrCCBr

***

2.
Below is a structure of composition C30H18Cl5N6O2STa at a distorted geometry, with properties calculated with ωB97M-V with the def2-TZVPD basis set.

Structure (XYZ):
```
63
Properties=species:S:1:pos:R:3:nbo_charge:R:1
Ta 11.262 10.205 9.987 2.289
Cl 10.235 11.766 7.896 0.134
Cl 9.627 5.837 6.239 0.113
Cl 11.453 6.736 8.665 0.075
Cl 8.433 11.020 5.272 0.126
Cl 8.096 8.011 4.587 0.147
S 16.827 11.792 4.949 -0.014
O 11.822 6.784 12.268 -0.476
O 7.351 11.433 10.767 -0.497
N 13.100 9.937 11.513 -0.531
N 13.263 10.474 8.697 -0.569
N 10.737 12.403 10.749 -0.550
N 9.294 10.258 10.450 -0.789
N 17.210 9.269 5.612 -0.735
N 10.962 8.529 11.023 -0.765
C 14.727 11.564 7.136 -0.201
C 8.780 13.830 10.961 -0.173
C 7.362 8.607 10.340 -0.225
C 11.920 7.886 11.817 0.665
C 9.587 14.947 11.124 -0.094
C 6.997 7.288 10.538 -0.177
C 9.410 12.602 10.807 0.134
C 8.544 11.384 10.662 0.654
C 9.756 7.497 6.673 -0.079
C 10.964 14.756 11.130 -0.219
C 15.225 9.067 13.139 -0.100
C 14.136 10.731 11.764 0.074
C 9.251 6.656 11.149 -0.194
C 9.203 9.818 6.203 -0.138
C 14.150 8.229 12.886 -0.171
C 16.526 10.409 5.802 0.041
C 9.638 7.993 10.966 0.074
C 13.120 8.736 12.092 0.120
C 11.495 13.482 10.932 0.069
C 13.964 9.345 8.471 0.037
C 15.442 10.390 6.851 0.002
C 9.990 10.112 7.315 0.092
C 8.683 8.976 10.600 0.189
C 10.623 9.212 8.155 -0.542
C 15.024 9.259 7.586 -0.171
C 15.194 10.340 12.573 -0.215
C 9.080 8.455 5.897 -0.048
C 13.667 11.571 8.032 0.059
C 7.909 6.328 10.947 -0.183
C 10.526 7.884 7.775 -0.028
H 13.653 8.449 9.003 0.228
H 14.142 11.695 11.286 0.209
H 6.629 9.345 10.031 0.259
H 11.624 15.594 11.268 0.257
H 16.009 11.028 12.764 0.258
H 12.563 13.338 10.940 0.206
H 9.958 5.889 11.403 0.259
H 15.488 8.291 7.477 0.228
H 7.590 5.296 11.086 0.242
H 9.159 15.927 11.265 0.258
H 17.049 8.478 6.202 0.389
H 7.695 13.864 10.988 0.282
H 16.047 8.755 13.767 0.259
H 14.066 7.228 13.299 0.280
H 17.974 9.219 4.956 0.437
H 13.095 12.481 8.185 0.216
H 5.972 6.996 10.359 0.240
H 14.984 12.470 6.599 0.282
```

Calculated values
- Orbital gap: 5.6916 eV
- HOMO energy: -13.4 eV
- Charge: +2
- F_max: 1.1 eV Å⁻¹
- Energy relative to the best compared isomer or geometry (same formula, charge and spin): 0.0 kcal/mol

***

3.
Below is the molecule C4H9NOS at a distorted geometry, with properties calculated with ωB97M-V with the def2-TZVPD basis set.

Structure (XYZ):
```
16
Properties=species:S:1:pos:R:3:nbo_charge:R:1
S -2.460 1.858 0.394 0.144
O -1.110 -0.400 -0.703 -0.757
N -1.301 1.136 1.543 -0.502
C 0.747 -1.647 0.223 -0.629
C 1.043 0.817 -0.836 -0.650
C -0.376 0.333 1.332 0.069
C 0.126 -0.195 0.007 0.209
H 0.400 0.264 2.209 0.183
H -2.197 1.260 -0.768 0.130
H 0.510 1.778 -0.861 0.232
H -0.133 -2.151 0.782 0.226
H -0.945 -0.795 -1.634 0.477
H 1.428 0.392 -1.763 0.225
H 0.924 -2.212 -0.692 0.212
H 1.716 1.113 -0.050 0.220
H 1.628 -1.549 0.816 0.212
```

Calculated values
- Orbital gap: 9.5222 eV
- HOMO energy: -8.9 eV
- Charge: 0
- F_max: 3.5 eV Å⁻¹
- Energy relative to the best compared isomer or geometry (same formula, charge and spin): 68.2 kcal/mol
- SMILES: CC(C)(O)/C=N\S

***

4.
Below is a cluster of 3 separate species, C14H26B3ClINO7 in total at a distorted geometry, with properties calculated with ωB97M-V with the def2-TZVPD basis set.

Structure (XYZ):
```
53
Properties=species:S:1:pos:R:3:nbo_charge:R:1
I 4.406 -3.404 1.123 0.108
Cl -0.205 -1.939 -1.546 -0.103
O 6.472 0.824 -1.232 -0.924
O -6.889 1.427 3.101 -0.479
O -4.192 -0.500 -2.602 -0.492
O 5.467 -1.459 -1.662 -0.924
O -5.952 -0.080 1.658 -0.585
O 3.910 0.661 -1.596 -0.937
O -2.604 0.871 -1.694 -0.593
N 5.092 2.970 -1.817 -1.123
C -3.506 0.061 -1.564 0.796
C -4.053 -0.428 -0.257 -0.533
C 6.914 -1.111 0.662 -0.823
C -5.243 -1.314 -2.084 -0.070
C -5.859 0.903 2.374 0.801
C 5.921 -0.627 1.871 -0.419
C 4.931 -1.777 2.479 -0.570
C -4.625 1.736 2.550 -0.540
C 0.470 -0.488 -2.488 -0.380
C 1.805 -0.805 -3.384 -0.413
C -6.454 2.632 3.730 -0.072
C -4.827 -1.652 -0.676 -0.431
C 2.963 -1.683 -2.625 -0.814
C -4.952 2.528 3.790 -0.429
B 5.159 1.446 -1.554 1.257
B 4.157 -0.761 -1.917 1.200
B 6.293 -0.573 -0.770 1.246
H 7.209 -2.244 0.676 0.259
H 5.061 3.491 -0.910 0.393
H -3.249 -0.680 0.438 0.240
H 3.515 -2.307 -3.477 0.250
H 3.910 -1.226 2.760 0.236
H 7.935 -0.511 0.815 0.246
H 5.361 0.341 1.523 0.213
H -4.502 2.382 1.676 0.246
H -6.788 3.482 3.126 0.180
H 0.683 0.465 -1.838 0.230
H 2.568 -2.467 -1.850 0.271
H -6.898 2.708 4.727 0.200
H -3.743 1.108 2.695 0.251
H 5.367 -2.141 3.528 0.238
H -4.706 0.340 0.167 0.256
H 1.469 -1.311 -4.412 0.215
H 4.187 3.217 -2.294 0.385
H -5.356 -2.209 -2.702 0.194
H -4.160 -2.523 -0.686 0.207
H 2.246 0.256 -3.710 0.220
H 6.634 -0.290 2.768 0.225
H -4.655 1.958 4.679 0.211
H -4.455 3.501 3.832 0.226
H -0.382 -0.175 -3.263 0.239
H -5.671 -1.882 -0.021 0.239
H -6.176 -0.741 -2.115 0.176
```

Calculated values
- Orbital gap: 9.7143 eV
- HOMO energy: -9.4 eV
- Charge: 0
- F_max: 5.0 eV Å⁻¹
- SMILES: NB1OB(CCCCl)OB(CCCI)O1.O=C1CCCO1.O=C1CCCO1

***

5.
Below is a structure of composition C40H54N6O3PPtSiTe at a distorted geometry, with properties calculated with ωB97M-V with the def2-TZVPD basis set.

Structure (XYZ):
```
107
Properties=species:S:1:pos:R:3:mulliken_charge:R:1
Pt 0.245 -0.789 -0.646 2.276
Te -0.191 2.176 -0.658 -0.456
P -1.794 -1.475 -0.111 1.491
Si 1.954 -2.922 0.856 0.737
O 1.246 0.769 5.985 -0.561
O 1.112 1.931 7.911 -0.505
O 2.048 2.575 -2.613 -0.628
N 1.315 0.936 -1.122 -0.359
N 1.093 -2.663 -0.653 -0.255
N -3.985 -0.339 0.979 0.178
N -4.385 -2.203 -0.620 0.101
N 3.055 0.740 9.145 -0.615
N -3.374 -2.593 1.667 0.087
C -4.807 -0.865 -0.147 -0.924
C -2.708 0.085 0.521 -0.755
C -1.955 -2.623 1.304 -0.528
C 1.268 3.083 2.152 0.747
C -2.894 3.473 -1.376 1.248
C 4.557 -1.432 -2.609 -1.032
C 0.534 1.884 2.733 -0.842
C 0.620 -2.745 -3.077 -0.082
C 1.346 -4.740 -1.868 -0.450
C -4.055 3.815 -2.106 -1.278
C 1.240 -5.457 -3.083 -0.579
C 2.325 5.421 1.081 -0.510
C 3.755 -3.261 0.576 -1.221
C 1.983 3.979 2.973 -0.495
C -4.235 -3.065 0.564 -0.974
C 3.345 0.564 -4.150 -0.476
C -4.153 3.395 -3.445 0.880
C 1.824 -1.463 1.986 -1.239
C 4.246 -0.303 -4.736 -0.769
C 1.107 3.386 0.753 0.101
C 2.956 0.373 -2.803 0.149
C 2.451 5.159 2.450 -0.624
C -3.883 -1.284 2.088 -0.984
C 0.589 -3.462 -4.252 -0.698
C -3.015 2.938 -4.137 -1.024
C -0.727 1.973 -4.154 -0.763
C -3.079 -2.054 -1.315 -1.110
C -2.886 3.962 0.089 -1.317
C 1.668 1.015 7.111 0.399
C 1.071 -3.354 -1.847 1.100
C 3.535 -0.625 -2.056 0.777
C 2.935 0.333 7.732 -0.135
C 2.046 1.379 -2.173 -0.084
C -1.760 3.001 -2.056 -0.150
C 0.820 -4.861 -4.237 -0.646
C 1.593 4.590 0.211 -0.515
C -1.828 2.700 -3.426 1.032
C 1.076 -4.369 1.554 -1.504
C 4.878 -1.216 -3.910 -0.344
C -5.489 3.420 -4.195 -1.481
H -3.862 -4.033 0.279 0.453
H 4.324 -2.427 0.985 0.363
H 0.149 -4.658 1.059 0.316
H 1.510 -6.532 -3.147 0.341
H 2.476 -1.729 2.853 0.518
H -5.228 -3.258 1.017 0.310
H 2.996 0.025 9.914 0.206
H 0.411 -2.923 -5.153 0.468
H -2.151 0.569 1.302 0.409
H 3.756 0.666 7.153 0.264
H 3.008 1.501 -4.595 0.420
H 0.048 1.232 2.002 -0.755
H 0.370 -1.658 -3.165 -0.026
H 1.673 -5.294 1.600 0.463
H 4.048 -4.180 1.098 0.481
H -5.838 -0.828 0.208 0.262
H -3.746 4.667 0.223 0.404
H 1.851 -5.222 -0.990 0.133
H -3.254 -0.833 2.848 0.448
H 3.840 1.366 9.300 0.207
H -0.297 1.060 -3.661 -0.434
H -4.918 4.270 -1.638 0.308
H 3.053 5.894 3.033 0.301
H 5.530 -1.919 -4.388 0.359
H 2.164 -0.531 1.573 0.321
H -4.782 -0.118 -0.939 0.470
H -4.861 -1.367 2.594 0.242
H -1.309 -2.352 2.143 0.240
H -6.256 3.790 -3.488 0.340
H 4.374 -0.319 -5.832 0.352
H -5.352 4.094 -5.060 0.350
H 4.060 -3.332 -0.488 0.132
H 0.974 -4.166 2.623 0.471
H 5.017 -2.255 -2.013 0.260
H -3.096 -1.270 -2.147 0.366
H 0.847 -1.349 2.444 0.242
H 0.839 -5.485 -5.117 0.370
H 2.837 6.261 0.609 0.368
H 2.752 -0.753 7.647 0.275
H -2.747 0.859 -0.262 -0.163
H 2.121 3.629 3.972 0.580
H -1.902 4.468 0.304 0.196
H -1.698 -3.662 0.944 0.012
H 3.265 -0.737 -0.983 0.367
H 1.485 4.878 -0.873 0.314
H 0.173 2.604 -4.343 0.287
H 1.195 1.233 3.279 0.394
H -0.262 2.178 3.422 0.437
H 1.541 1.866 8.814 0.460
H -1.140 1.578 -5.113 0.361
H -3.021 3.185 0.838 0.240
H -3.037 2.993 -5.209 0.417
H -2.764 -2.970 -1.815 0.379
H -5.798 2.401 -4.501 0.310
```

Calculated values
- Orbital gap (alpha / beta): 5.3270 / 5.7703 eV
- HOMO energy (alpha / beta): -5.0 / -7.4 eV
- Charge: 0
- F_max: 2.8 eV Å⁻¹
- <S²>: 3.80
- Spin multiplicity: 4

***

6.
Below is a structure of composition C2H2Br6 at a distorted geometry, with properties calculated with ωB97M-V with the def2-TZVPD basis set.

Structure (XYZ):
```
10
Properties=species:S:1:pos:R:3:nbo_charge:R:1
Br -0.128 1.459 -0.662 0.131
Br 0.035 -1.871 1.774 0.092
Br -0.525 1.194 2.987 0.041
Br 2.356 0.588 1.851 0.065
Br -1.070 -1.726 -0.866 0.077
Br 0.773 -0.311 -3.280 0.114
C -0.564 -0.041 -1.868 -0.457
C 0.463 0.026 1.679 -0.433
H -1.483 0.364 -2.293 0.222
H 0.144 0.318 0.679 0.147
```

Calculated values
- Orbital gap: 8.4443 eV
- HOMO energy: -9.4 eV
- Charge: 0
- F_max: 3.5 eV Å⁻¹
- Energy relative to the best compared isomer or geometry (same formula, charge and spin): 50.2 kcal/mol